The following is a quantum chemistry calculation of a structure of composition C47H37BrCl4HgN6O3PS, from the Open Molecules 2025 dataset.

Last column: Löwdin spin population.
Element x y z (Å)
C (-1.76296, -0.58696, -2.70949)  0.118
C (3.22208, -1.44711, 3.25821)  0.000
N (-1.23227, -0.88019, 0.39268)  0.000
H (-1.80250, 5.30878, -4.04048)  0.002
C (-2.55752, 0.75639, -4.52429)  0.188
N (-0.25289, 2.56466, -0.70075)  -0.011
C (-3.59466, -1.20533, 0.43636)  0.001
Cl (5.41874, -2.10406, 4.74181)  0.000
H (-0.66604, 4.96577, -1.89331)  0.007
C (-4.27670, -1.40830, 4.48146)  0.000
H (-0.72172, -2.28698, 3.66572)  0.000
H (2.66793, 3.78261, 4.69299)  0.001
C (4.10121, -2.77750, 1.01172)  0.000
H (-4.58294, -0.76311, 0.42697)  0.000
H (-2.69925, 3.37350, -5.32186)  0.005
H (1.71332, -3.27807, -2.03846)  0.000
H (-3.03298, 0.86195, -5.49339)  0.012
C (-2.47482, -0.40204, 0.36659)  0.002
N (-0.74843, -1.27909, 3.68462)  0.000
H (-0.64060, 5.00663, 2.27832)  0.000
C (0.97899, 4.50345, 3.56965)  0.001
C (-6.39015, -0.27642, 4.30019)  0.000
C (-6.28733, -2.38761, 5.41214)  0.000
C (-7.03388, -1.29813, 4.98453)  0.000
Hg (0.66773, 0.38418, -0.32465)  0.003
C (2.41206, -1.39405, 2.11412)  0.000
N (-2.91703, -1.57675, 4.23137)  0.000
H (1.38246, -1.37387, -5.14837)  0.000
H (-2.57088, 0.67423, 0.30780)  0.000
H (-1.02304, 4.22036, 0.21795)  0.002
C (6.47189, -0.31238, -1.64413)  0.000
C (2.87727, -2.11339, 0.93990)  0.000
C (-1.91170, -0.67284, 3.90664)  0.000
N (-4.52745, -3.43364, 0.55317)  0.000
C (1.31619, 0.57300, -6.01785)  0.000
C (2.43950, 2.76430, 2.82827)  0.002
C (1.77316, 1.53477, -3.47446)  0.001
C (-1.10261, 4.12220, -2.41297)  0.077
Br (0.50076, 5.80737, 4.88712)  -0.001
C (5.60400, 0.04890, -0.62578)  0.000
C (0.55744, 3.43120, 1.44730)  0.002
H (-0.03229, -2.53583, 0.46898)  0.000
O (1.28218, -0.78439, 2.05571)  0.000
H (4.20960, -1.36095, -3.92959)  0.000
H (3.28444, 2.10496, 2.98089)  0.000
H (1.92814, 1.92504, -2.47205)  0.000
H (-2.73304, -1.39917, -4.43222)  0.001
H (-8.09619, -1.24575, 5.18383)  0.000
H (-1.94037, -4.15214, 0.55510)  0.000
C (1.39341, 1.93950, -5.80842)  0.000
H (2.41647, -2.73587, -3.58444)  0.000
C (-1.06456, -2.20168, 0.45259)  0.000
C (4.59910, -0.98071, -2.99126)  0.000
Cl (4.60364, -3.66902, -0.39920)  0.000
C (-0.28650, 3.41170, 0.27374)  0.059
C (-1.72614, 4.30623, -3.63334)  0.051
C (-5.02894, -0.32049, 4.03850)  0.000
H (-4.35207, -4.35568, 0.91703)  0.000
H (1.12038, 0.18571, -7.01083)  0.000
C (-2.12762, -3.08585, 0.50950)  0.000
C (4.90041, -2.78343, 2.16907)  0.000
C (3.72370, -0.64700, -1.96111)  0.000
C (4.45565, -2.11842, 3.29140)  0.000
H (-4.53576, 0.47832, 3.50735)  0.000
C (1.46511, -0.31159, -4.95382)  0.001
C (-1.44684, 1.70668, -2.59488)  0.002
H (-2.58737, -2.50993, 4.42645)  0.000
C (5.96532, -0.82206, -2.83393)  0.000
C (-2.38719, -0.49925, -3.93713)  0.063
H (6.63585, -1.09032, -3.64140)  0.000
H (-4.34995, -3.29198, 5.51089)  0.000
Cl (2.64534, -0.61096, 4.67387)  0.000
H (5.98837, 0.44759, 0.30426)  0.000
H (-6.76354, -3.20051, 5.94653)  0.000
C (-2.22394, 3.22280, -4.35896)  0.110
C (-3.42879, -2.58557, 0.51251)  0.001
C (1.70302, 2.59589, 1.62469)  0.012
O (2.10876, 1.74136, 0.75068)  0.014
Cl (6.42331, -3.62601, 2.18020)  0.000
C (1.65023, -2.54165, -2.83240)  0.002
H (0.66878, -2.56676, -3.30665)  0.001
C (-2.09263, 1.91167, -3.85910)  0.011
C (0.22966, 4.37832, 2.43028)  0.012
H (0.07170, -0.84112, 3.20570)  0.000
C (2.09139, 3.68763, 3.78218)  0.013
H (3.56895, 0.17897, 0.02047)  0.000
H (7.54118, -0.19894, -1.51285)  0.000
N (-1.30692, 0.48623, -2.04133)  0.127
C (1.62062, 2.42170, -4.52438)  0.000
S (-2.11087, 0.98115, 3.82433)  0.000
C (-4.92679, -2.44043, 5.16592)  0.000
H (-5.38205, -3.02283, 0.89203)  0.000
H (1.64345, 3.48763, -4.33617)  0.001
O (2.12556, -2.12491, -0.11546)  0.000
C (4.23402, -0.11810, -0.78099)  0.000
P (1.91575, -0.88450, -2.12418)  0.003
H (-6.95623, 0.57820, 3.95078)  0.000
C (-0.94633, 2.82740, -1.88020)  0.092
C (1.70598, 0.15236, -3.66637)  0.001
H (1.24739, 2.62770, -6.63195)  0.000
H (-1.62834, -1.54729, -2.21822)  0.007

**Charge**: -2
**Frontier orbital gap (spin up / spin down)**: 3.581 / 5.257 eV
**Spin multiplicity**: 2
**Total energy**: -7675.3602 Ha
**ΔE to the lowest compared entry with this formula, charge and spin**: 0.342 eV

The following is a quantum chemistry calculation of a structure of composition C26H18BrIMnN2O3S2, from the Open Molecules 2025 dataset.

Last column: natural (NBO) charge in e.
Element x y z (Å)
C (-3.11314, -1.41046, 3.92077)  -0.218
C (0.42339, -4.66803, -0.11391)  -0.234
H (2.33734, -0.59260, 2.03435)  0.245
Mn (-0.24304, -0.32229, -0.42905)  0.769
C (-0.54356, 2.00163, -1.99358)  0.566
C (-0.48995, -5.69716, 0.07692)  -0.270
H (-3.30636, -2.10235, 4.73519)  0.185
C (3.38007, -0.29768, 2.08096)  -0.135
H (-1.75420, 5.91169, -4.23092)  0.204
H (7.11054, 0.66575, 2.11588)  0.213
H (3.80291, -1.48161, 3.80223)  0.214
C (-1.83667, -5.46678, -0.17571)  -0.267
Br (5.98958, 2.07104, -0.14365)  0.029
S (-1.91053, -1.59311, -1.36093)  -0.300
O (0.22397, 0.98773, -2.00525)  -0.738
C (-2.62078, 0.32700, 1.79178)  -0.225
C (0.59609, 2.87159, -4.01786)  -0.159
H (1.55958, 3.64753, -5.77218)  0.197
H (-1.23976, -2.32280, 3.39707)  0.205
H (-2.57172, -6.25095, -0.02384)  0.179
H (0.04063, 5.60970, -5.91874)  0.190
H (-3.15874, 2.10501, 0.65318)  0.162
S (1.23539, -2.14226, -0.82271)  -0.372
C (6.06427, 0.39173, 2.12090)  -0.252
C (4.21052, -0.80445, 3.06285)  -0.229
C (-1.33891, -3.16409, -0.80537)  -0.162
C (-1.25614, 4.14601, -3.14785)  0.346
N (-1.46681, 2.23805, -1.08383)  -0.495
C (-1.95812, -1.53915, 3.18765)  -0.250
H (-3.29216, -4.01426, -0.79490)  0.198
C (-1.65549, -0.68787, 2.08866)  0.407
H (1.47668, -4.83250, 0.08777)  0.194
H (-0.15021, -6.66502, 0.43268)  0.178
I (2.51166, 1.17996, -0.34552)  0.340
N (-1.49938, 1.22264, -0.14330)  -0.298
O (-2.23252, 4.37387, -2.25429)  -0.713
C (5.55804, -0.45980, 3.08635)  -0.222
C (3.87263, 0.57076, 1.10193)  -0.251
C (0.77249, 3.78788, -5.04212)  -0.285
C (-2.44362, 1.28449, 0.72453)  0.108
C (-2.24149, -4.21076, -0.60956)  -0.243
C (0.03688, -3.40150, -0.55779)  -0.169
C (-0.40654, 3.02771, -3.06552)  -0.138
H (-2.16181, 3.62665, -1.57882)  0.506
C (-3.77794, 0.43925, 2.57283)  -0.155
C (-4.04691, -0.40905, 3.62736)  -0.325
H (-4.95895, -0.31121, 4.20347)  0.186
H (1.22575, 1.99544, -3.92833)  0.239
H (6.21755, -0.85924, 3.84674)  0.201
C (5.22117, 0.89763, 1.13933)  -0.103
C (-1.08340, 5.06244, -4.18627)  -0.299
H (-4.48631, 1.22348, 2.31924)  0.185
C (-0.07854, 4.88446, -5.12096)  -0.202
O (-0.54344, -0.84412, 1.46209)  -0.740

**Charge**: -2
**Frontier orbital gap (spin up / spin down)**: 4.438 / 4.596 eV
**Spin multiplicity**: 2
**Total energy**: -6156.0135 Ha
**ΔE to the lowest compared entry with this formula, charge and spin**: 0.000 eV

The following is a quantum chemistry calculation of a structure of composition C35H39BaN11O6S4, from the Open Molecules 2025 dataset.

Last column: Löwdin charge in e.
Element x y z (Å)
O (-0.45657, 1.96545, -0.96204)  -0.274
H (-0.40815, 0.98195, 7.30178)  0.078
O (-1.51775, -0.49418, 2.40967)  -0.294
H (-0.98734, 0.85727, -5.28942)  0.053
C (-1.36987, -0.47721, 6.02319)  -0.141
C (-1.65781, -0.84543, 4.72627)  -0.060
H (-0.77081, 2.65196, -2.36153)  0.054
H (-5.09614, -2.40062, -1.27526)  0.069
C (2.94590, 0.57245, -1.71743)  -1.201
N (-3.00225, -1.11843, -3.67832)  -0.098
Ba (-0.28299, -0.42837, 0.13656)  1.789
C (0.30924, 4.15510, -2.53859)  -0.297
C (-4.42885, 1.27308, -5.02819)  -0.089
S (2.50789, 1.82934, -4.01724)  0.921
H (-2.06645, 1.64879, -6.45452)  0.074
H (0.41427, 5.30717, -4.32840)  0.108
H (2.27602, 4.55001, 0.17300)  0.102
H (2.27791, 6.73269, -3.51723)  0.091
H (3.24379, 6.33746, -1.26454)  0.088
N (-3.56484, -3.48768, -0.36808)  -0.037
H (-2.25178, -0.07361, -6.11168)  0.075
C (1.87665, 4.74789, -0.81253)  -0.045
C (-0.48686, 1.10522, 3.88000)  -0.150
C (3.90451, 2.55289, -3.23176)  -1.060
C (0.02380, 2.03959, 2.87697)  -0.126
O (1.20489, -1.54730, 2.13806)  -0.119
C (-2.01198, 0.89643, -5.66469)  -0.070
H (-2.22964, -1.74386, 4.51730)  0.099
N (-4.20790, -1.69071, -3.64773)  0.036
H (3.05837, -3.44885, -2.18091)  0.065
H (-1.03642, -1.89718, -3.96095)  0.039
C (-0.22942, 1.44824, 5.20917)  -0.088
C (-4.91314, -2.93917, -0.34838)  -0.015
H (0.34180, 2.35449, 5.39078)  0.101
H (4.01624, 2.08832, 3.46921)  0.108
S (0.78278, -0.44501, -3.15990)  0.443
H (-2.71389, 2.21921, -4.15104)  0.125
C (3.11962, 0.16722, 6.11705)  -0.099
H (0.62741, -3.70046, 3.22316)  0.084
C (-2.98473, 1.23290, -4.53894)  -0.404
H (0.42577, -5.78033, -0.54393)  0.097
N (0.25366, -4.79409, -0.62289)  0.164
C (1.08399, -3.05032, 3.96547)  0.001
C (2.29008, -0.75904, 4.05721)  -0.147
H (4.23291, 1.99072, 5.93746)  0.093
H (1.55420, -2.89344, -4.09898)  0.006
C (2.40327, 5.74892, -1.60997)  -0.112
C (0.82377, 3.94740, -1.24832)  -0.082
H (-4.53811, 2.00826, -5.82899)  0.069
H (-5.02629, -2.24936, 0.48753)  0.099
H (-4.16715, -5.40478, 0.10717)  0.124
H (-5.11432, 1.54204, -4.22123)  0.073
C (1.50201, -1.76870, 3.29175)  -0.381
C (0.26691, 2.86164, -0.38316)  -0.472
S (2.89445, -0.54807, -0.37729)  0.348
C (2.41990, -0.82104, 5.44091)  -0.043
C (-0.64406, 0.68478, 6.28736)  -0.149
H (0.98479, -4.18676, -1.08773)  0.067
H (-1.85972, -6.32764, 0.02404)  0.097
N (-2.72005, -3.22813, -4.02224)  0.011
O (-0.67359, 3.38431, -3.04212)  0.019
C (-3.30723, -4.78905, -0.12201)  -0.061
C (1.86369, 5.96460, -2.87403)  -0.109
N (0.01586, 1.87981, 1.61122)  -0.102
C (3.69354, 1.21331, 5.40863)  -0.095
C (-2.05532, -5.28344, -0.16606)  -0.012
H (-1.71828, -1.09767, 6.84438)  0.084
N (0.54779, 2.94350, 0.89488)  0.049
C (-1.00451, -4.36750, -0.51568)  -0.383
H (3.19797, 0.13187, 7.19688)  0.094
H (-5.61951, -3.76219, -0.25459)  0.084
H (1.87493, -2.34600, -2.10532)  -0.064
O (4.55541, 3.46969, -3.69146)  -0.126
H (0.68406, -4.09969, -3.45552)  0.033
N (1.63328, -3.74938, -3.54772)  -0.076
C (0.82379, 5.17978, -3.33391)  -0.037
H (-1.76913, 0.37042, -2.98556)  0.057
N (-1.25259, -3.08304, -0.73498)  0.112
H (2.77169, 0.32277, 2.26442)  0.063
C (-1.23544, -0.09150, 3.58921)  -0.429
C (-2.51868, -2.60435, -0.66571)  -0.563
C (-2.79494, 0.29279, -3.35209)  -0.127
H (1.93819, -3.54344, 4.43288)  0.084
C (2.13633, 0.60849, -2.79875)  -1.157
H (0.35131, -2.81630, 4.74028)  0.074
H (0.44776, 2.97066, 3.26940)  0.111
C (2.87245, 0.29022, 3.34538)  -0.009
C (-2.09932, -2.07475, -3.90348)  -0.187
H (-4.74075, 0.30038, -5.41549)  0.062
S (4.23765, 1.77530, -1.68645)  0.903
N (-4.03120, -2.95009, -3.84832)  -0.065
H (1.94522, -1.61830, 5.99828)  0.106
H (-3.47646, 0.51964, -2.53423)  0.128
N (2.05068, -3.35317, -2.22787)  -0.120
C (3.57318, 1.27155, 4.02474)  -0.061
O (-2.78917, -1.41884, -0.84556)  -0.075

**Charge**: -2
**Frontier orbital gap**: 4.737 eV
**Total energy**: -4029.4140 Ha
**ΔE to the lowest compared entry with this formula, charge and spin**: 0.000 eV